No. 1
118
Properties=species:S:1:pos:R:3:forces:R:3:lowdin_charge:R:1 method="wB97M-V/def2-TZVPD" charge=+1 homo_energy_ev=-11.776 relative_energy_kcal_mol=0.0 homo_lumo_gap_ha=0.3205
S -0.267 0.915 -4.496 -0.48 2.69 -1.37 0.617
S -5.737 -1.241 2.013 -2.44 -2.24 1.07 0.645
S 4.310 2.962 -1.548 2.69 -3.49 3.41 0.666
S -2.133 -5.127 -3.013 -6.82 -1.14 0.04 0.650
S 5.416 -0.713 -3.857 2.82 0.85 0.04 0.627
O -6.907 -1.739 1.366 -0.55 0.53 -0.76 -0.276
O -1.226 -6.179 -3.069 2.92 -2.28 -0.40 -0.273
O 1.306 -1.645 -0.032 -0.88 0.31 2.08 0.106
O -1.539 0.351 -4.260 -1.87 -1.40 0.89 -0.295
O -1.737 0.478 6.755 0.41 0.69 -1.35 0.144
O 6.476 -0.913 -2.894 0.02 0.03 -0.22 -0.325
O 5.552 0.326 -4.839 0.17 -0.02 -0.60 -0.295
O -2.540 3.298 4.457 -0.45 -0.32 -3.67 0.134
O 0.738 0.227 -5.192 1.97 -1.97 -0.97 -0.279
O 3.524 1.906 -0.845 0.40 2.13 -1.19 -0.364
O -5.201 0.046 1.798 1.25 2.43 -0.90 -0.313
O -3.571 -5.488 -2.781 2.64 0.91 -0.72 -0.359
O 1.458 -1.586 4.140 0.65 -0.72 -0.80 -0.372
O -1.863 0.209 2.836 1.96 1.41 -0.29 -0.303
O 4.118 3.416 -2.846 -2.39 0.70 -4.19 -0.294
N -2.291 2.743 2.210 -2.20 -2.64 -2.72 0.098
N -0.106 0.259 4.920 -4.74 -0.88 -0.47 0.015
N 0.082 -1.534 1.990 0.70 -1.30 -3.86 0.037
C -1.173 -0.246 5.993 1.20 0.04 1.44 -0.380
C 0.976 -0.989 0.938 0.94 1.13 -2.37 -0.335
C 6.095 2.483 -1.561 -1.11 2.61 -2.87 -0.181
C -1.746 -4.051 -1.719 5.66 1.24 0.05 -0.243
C 0.548 3.168 -3.475 -5.03 1.70 4.79 -0.156
C -0.733 3.393 -4.333 -1.28 3.18 3.99 -0.266
C 4.988 -2.253 -4.550 -0.96 -3.95 0.42 -0.212
C -1.226 -1.731 6.233 3.23 -1.84 -3.78 0.003
C -2.945 2.524 0.799 -0.13 -2.29 1.40 0.059
C -4.118 -2.677 3.317 4.02 -3.38 2.59 -0.221
C -2.058 -3.994 -4.425 -0.74 -0.70 -2.09 -0.227
C 0.445 1.581 5.144 -2.75 0.86 1.74 -0.033
C 6.734 3.641 -0.764 0.77 -2.48 1.10 -0.196
C -0.459 -2.880 1.683 -3.39 0.55 -0.94 0.008
C -4.689 -1.663 4.291 4.18 2.08 1.12 -0.292
C 4.543 4.408 -0.603 -5.19 -0.09 2.03 -0.311
C -0.986 -3.134 -3.948 4.15 3.91 -0.48 -0.307
C -4.522 -2.483 1.886 2.14 1.51 -0.49 -0.235
C -0.541 2.493 -5.359 4.14 -4.00 0.62 -0.274
C 2.992 -1.407 -3.216 3.41 -3.97 0.60 -0.219
C -1.172 -2.805 -2.438 2.18 0.86 -1.12 -0.216
C 3.986 -0.355 -2.992 0.94 -2.78 5.69 -0.268
C -5.950 -1.358 3.789 -1.38 5.98 -2.70 -0.268
C 1.432 0.513 1.013 -1.77 -0.82 1.75 0.034
C -3.036 3.241 3.325 -0.54 0.80 4.44 -0.384
C 0.347 1.641 -3.028 0.50 1.47 0.70 -0.205
C 3.414 -2.103 -4.502 1.72 0.65 -0.80 -0.199
C 5.707 4.190 0.239 0.22 -0.58 -1.15 -0.215
C -4.456 3.573 3.097 -1.27 -5.00 -0.21 0.029
H 6.254 2.535 -2.748 0.11 -0.21 2.78 0.155
H 3.595 4.382 0.052 1.09 0.30 -0.75 0.131
H -1.195 -3.108 2.525 2.05 -0.58 -0.57 0.096
H 2.944 -2.144 -2.364 0.96 0.16 -0.76 0.139
H -1.328 -2.332 5.211 0.86 1.31 1.67 0.103
H 6.412 1.586 -1.203 0.09 -2.89 0.97 0.056
H -6.623 -2.035 4.103 -3.01 -1.96 0.54 0.090
H 1.060 1.536 6.004 0.71 0.29 0.79 0.092
H -0.826 0.303 4.042 0.77 -0.22 0.99 0.113
H 1.330 1.318 -2.780 0.73 -0.90 0.12 0.063
H -4.654 4.149 2.299 -0.19 1.94 -3.41 0.034
H -1.849 -1.993 -2.497 -0.99 0.89 0.66 0.082
H -2.621 -0.338 2.843 -1.46 -0.68 0.09 -0.059
H 0.581 4.007 -2.617 -0.16 -2.31 -1.27 0.156
H 5.327 3.451 1.012 1.54 1.10 -0.33 0.155
H -2.943 -2.628 3.392 -2.16 -0.35 -0.03 0.096
H 0.622 -1.537 2.854 2.38 -0.77 2.83 0.023
H -1.766 -4.342 -5.529 -1.06 -0.11 2.73 0.175
H -0.364 1.290 -2.247 0.40 1.12 -0.23 0.108
H -4.087 -0.622 4.404 -0.72 -2.62 -0.32 0.160
H -2.543 -3.728 -1.164 -2.10 -0.05 1.50 0.053
H -2.138 -2.036 6.643 -0.96 -0.04 1.75 0.050
H -0.631 -0.898 2.233 -2.17 1.95 0.14 0.052
H 0.404 2.602 -5.837 0.58 0.51 -0.92 0.119
H -0.172 -2.385 -2.030 -1.72 -0.89 -0.39 0.119
H 1.424 3.329 -3.934 3.13 0.06 -2.13 0.053
H 0.353 -3.499 1.305 -0.33 -0.47 0.84 0.102
H -4.941 -1.983 5.276 1.10 -0.75 1.01 0.120
H 0.483 -0.592 4.703 1.57 0.13 0.20 0.029
H -0.954 4.386 -4.837 0.39 -0.65 1.47 0.153
H 2.287 -2.124 4.067 -1.32 0.88 0.35 0.011
H -0.406 2.341 5.294 1.08 -1.38 0.18 0.109
H -0.548 -2.177 -4.592 -2.39 -1.73 1.46 0.160
H -2.205 2.622 0.048 1.51 -0.31 -0.32 0.074
H 4.277 -0.258 -1.849 -0.48 -0.14 -2.40 0.155
H 0.944 1.967 4.330 1.46 0.24 -1.96 0.056
H -3.112 -3.624 -4.365 0.96 0.26 -0.46 0.117
H -1.971 1.754 2.415 -0.02 -1.40 0.94 0.082
H -4.389 -3.778 3.731 0.54 2.46 -1.18 0.181
H 3.253 -1.616 -5.448 -0.79 1.17 -0.03 0.113
H -6.114 -0.247 4.016 -1.02 -1.73 0.04 0.149
H 5.995 5.190 0.444 0.64 0.57 1.79 0.115
H -0.803 -4.433 -1.104 -2.48 0.16 -1.10 0.156
H -1.295 2.441 -5.960 -4.39 -0.89 -4.02 0.063
H -1.288 -2.866 0.841 2.04 0.57 1.05 0.108
H 4.417 5.317 -1.156 0.58 0.18 -0.79 0.114
H 2.023 -1.233 -3.203 -4.58 2.17 -0.59 0.037
H 3.567 0.481 -3.262 -1.51 5.02 -1.81 0.030
H 0.001 -3.580 -4.079 -0.14 -1.29 0.27 0.098
H -0.167 -2.090 6.698 -2.82 0.78 -0.88 0.164
H 7.038 4.211 -1.603 0.58 1.98 0.20 0.107
H 0.574 1.115 1.575 2.02 -0.93 -1.29 0.105
H -3.515 3.367 0.564 -1.89 0.73 0.04 0.074
H -1.633 3.005 -3.646 1.49 1.38 -1.52 0.162
H 2.392 0.565 1.546 -0.47 -0.03 0.43 0.093
H -3.679 -2.160 1.181 -1.19 -0.39 1.03 0.128
H -3.347 1.449 0.748 -0.06 2.05 0.22 0.122
H 2.856 -2.958 -4.607 -0.75 -2.58 -0.20 0.082
H -5.159 2.546 2.835 2.16 2.62 0.99 0.195
H 1.728 0.841 0.018 -0.68 0.10 -0.05 0.040
H -1.537 3.213 1.885 3.42 2.58 0.15 0.123
H -4.870 4.132 3.858 -0.67 0.52 2.28 0.071
H 5.306 -3.085 -3.788 -0.39 1.72 -1.13 0.138
H 7.581 3.281 -0.137 -0.15 0.22 -1.03 0.131
H -5.016 -3.315 1.509 -0.72 -1.47 -0.89 0.087
H 5.398 -2.657 -5.565 -0.65 1.62 1.76 0.151

No. 2
19
Properties=species:S:1:pos:R:3:forces:R:3:nbo_charge:R:1 method="wB97M-V/def2-TZVPD" homo_energy_ev=-10.576 relative_energy_kcal_mol=70.3 homo_lumo_gap_ha=0.4031
S -2.748 -0.048 -0.278 -0.63 0.41 1.68 2.231
O -0.121 2.783 -0.130 -0.34 -0.97 -0.03 -0.123
O -3.878 0.721 0.280 1.83 -1.26 -2.02 -0.890
O 0.571 -0.585 -0.440 -0.48 0.20 0.18 -0.477
O -2.665 -0.761 -1.553 -0.59 0.91 2.13 -0.879
N 0.760 1.743 -0.249 1.26 0.54 -0.24 -0.179
N -1.396 2.319 -0.121 0.27 -1.68 -0.46 -0.017
N -2.352 -1.032 1.059 -0.60 1.06 -1.34 -1.055
C 0.094 0.646 -0.374 -0.94 0.56 0.51 0.432
C 1.983 -0.750 -0.703 0.06 -0.19 -0.11 -0.065
C -1.293 1.012 -0.298 -0.89 1.18 0.51 -0.229
C 2.846 -0.449 0.532 -0.52 1.71 -0.93 -0.657
H 2.640 0.638 0.752 -0.05 -1.24 0.28 0.240
H 3.922 -0.404 0.326 -0.24 -0.70 -0.14 0.230
H -1.993 -1.905 0.713 -0.07 -0.57 0.37 0.402
H -3.124 -1.027 1.753 0.78 -0.25 -0.92 0.427
H 2.216 -0.040 -1.480 0.30 0.15 -0.45 0.189
H 2.579 -1.098 1.344 0.14 -0.17 0.52 0.218
H 1.960 -1.764 -1.135 0.70 0.33 0.47 0.202

No. 3
14
Properties=species:S:1:pos:R:3:forces:R:3:nbo_charge:R:1 method="wB97M-V/def2-TZVPD" charge=+1 homo_energy_ev="-15.837 / -15.349" spin_multiplicity=2 relative_energy_kcal_mol=37.9 homo_lumo_gap_ha="0.4388 / 0.2084" s2=0.765
O -2.568 1.036 -0.739 -2.28 1.87 -1.78 -0.375
O 2.141 -1.468 -0.218 -2.19 1.25 -0.21 -0.617
O -1.775 -0.274 0.869 2.29 1.46 -0.47 -0.725
N -0.387 1.145 -0.488 1.23 -1.70 0.93 -0.231
C 0.784 0.514 0.124 -0.44 2.74 -0.78 -0.289
C 0.749 -0.962 -0.178 1.55 -3.31 -0.60 -0.086
C -1.652 0.752 -0.076 -1.32 -3.27 2.20 0.823
H 0.315 -1.137 -1.207 0.53 -0.05 1.12 0.219
H 0.179 -1.546 0.588 0.36 0.71 -0.67 0.252
H -0.386 1.481 -1.461 0.10 0.21 0.39 0.460
H 0.738 0.766 1.187 0.33 -0.24 -0.06 0.272
H 1.629 0.938 -0.429 0.08 -0.02 0.59 0.263
H 2.670 -0.998 0.444 -0.07 -0.32 0.07 0.481
H -2.437 -0.246 1.584 -0.18 0.67 -0.71 0.553